Computed, not measured: 8 unconnected molecules or ions with the total composition C26H35BF7NO26P3S3, with ωB97M-V/def2-TZVPD.

```
102
Properties=species:S:1:pos:R:3:lowdin_charge:R:1
C 6.04574 -1.45417 -2.03944 0.0234
C 5.43235 -1.75550 -3.38359 -0.5595
O 5.59244 -2.81893 -3.93861 0.0616
O 4.62608 -0.85067 -3.94345 -0.0126
C 4.60576 0.55150 -3.56146 -0.0884
B 3.34001 0.90564 -2.63004 -0.9864
P 2.86926 2.84507 -2.97459 0.4317
S 4.36275 4.16878 -3.00088 0.0157
O 3.59040 0.72873 -1.18824 -0.0822
C 2.52446 0.06560 -0.57944 -0.5400
P 1.75043 1.26289 0.63816 0.3821
S 2.20586 0.94745 2.51626 0.0428
C 1.70688 -0.56277 -1.76228 -0.8224
S 2.30450 -2.31929 -1.79810 0.8292
P -0.18738 -0.28691 -1.71109 0.8650
N -0.75293 -1.84551 -1.39724 -0.1703
O -0.49762 -0.17659 -3.33578 -0.2970
O 2.11913 0.12299 -2.89456 -0.1128
H 6.61418 -0.52839 -2.01910 0.0886
H 5.27226 -1.36548 -1.27798 0.0816
H 6.71013 -2.27303 -1.80049 0.0593
H 4.56869 1.08130 -4.51575 0.1055
H 5.54409 0.84054 -3.09068 0.1026
H 1.87988 3.20914 -2.03649 -0.0583
H 2.10691 2.91421 -4.16122 -0.0474
H 2.89735 -0.73078 0.07402 0.0798
H 2.24026 2.47266 0.12612 -0.0281
H 0.37540 1.34887 0.39100 -0.0767
H 1.77155 -2.58903 -3.00025 -0.1086
H -1.72269 -1.93222 -1.68643 0.0224
H -0.22702 -2.57081 -1.87421 -0.0410
H -0.03313 0.58541 -3.70402 0.0394
C 0.06496 -5.65284 -3.60244 -0.0278
C -0.86763 -6.04676 -4.72954 -0.3047
O -2.13104 -5.64911 -4.23638 0.1272
C -1.94042 -4.63884 -3.33613 -0.5426
O -2.80574 -3.94844 -2.91401 0.1782
O -0.63417 -4.54649 -3.01989 0.0495
F -0.88259 -7.38942 -4.94150 0.0665
H 0.13413 -6.46414 -2.87913 0.1110
H 1.05343 -5.33897 -3.92398 0.1454
H -0.68558 -5.55030 -5.68398 0.1720
C -3.73218 1.77516 1.57108 -0.0443
C -4.34645 3.08676 1.13021 -0.3238
O -3.41486 3.56443 0.18460 0.1307
C -2.74456 2.48999 -0.33346 -0.5552
O -2.04410 2.52348 -1.28455 0.1523
O -3.00843 1.38626 0.40334 0.0601
F -4.44132 3.99077 2.14404 0.0685
H -3.03329 1.94315 2.39275 0.1488
H -4.46106 1.01745 1.83867 0.1369
H -5.32669 2.99490 0.66296 0.1566
C 8.30138 -5.33647 -0.67692 -0.0509
C 7.29337 -6.02095 0.22740 -0.3167
O 6.99479 -5.01764 1.16883 0.1308
C 7.22235 -3.79968 0.58608 -0.5401
O 6.84243 -2.76384 1.00454 0.1987
O 7.92456 -3.96951 -0.56100 0.0549
F 7.82258 -7.09666 0.86717 0.0633
H 9.30812 -5.47603 -0.27730 0.1417
H 8.25682 -5.64709 -1.71625 0.1414
H 6.37210 -6.33340 -0.26758 0.1733
C 5.51838 5.41306 0.72269 -0.0448
C 4.96310 6.52484 -0.14352 -0.3293
O 5.76517 7.63646 0.23252 0.1247
C 6.94643 7.16692 0.71013 -0.5642
O 7.90536 7.83799 0.91482 0.1594
O 6.87620 5.83466 0.90915 0.0700
F 3.66867 6.80653 0.13653 0.0682
H 5.01186 5.39814 1.68938 0.1433
H 5.48158 4.43466 0.25328 0.1293
H 5.06232 6.34290 -1.21399 0.1128
C -2.41668 -9.87301 -1.12650 -0.0466
C -1.36734 -10.88067 -1.55976 -0.3159
O -0.31590 -10.05074 -2.00650 0.1369
C -0.42223 -8.84649 -1.38056 -0.5402
O 0.41271 -8.00592 -1.38438 0.1756
O -1.61543 -8.75210 -0.75362 0.0799
F -1.78790 -11.66243 -2.58163 0.0755
H -3.04828 -9.60423 -1.97501 0.1462
H -3.02410 -10.19112 -0.28516 0.1389
H -0.99465 -11.52570 -0.76165 0.1714
C -8.18606 5.46071 1.83720 -0.0391
C -7.95088 5.57832 3.33237 -0.3113
O -7.80670 4.22429 3.71958 0.1439
C -7.36615 3.51876 2.64922 -0.5563
O -6.92397 2.41965 2.68945 0.1759
O -7.48647 4.25668 1.52070 0.0606
F -9.02388 6.10538 3.97815 0.0698
H -9.24986 5.32655 1.63287 0.1426
H -7.78884 6.28721 1.25652 0.1419
H -7.05996 6.13084 3.62340 0.1554
C -8.59780 6.16244 8.60458 -0.0472
C -9.11196 7.51665 8.15104 -0.3151
O -8.11247 7.93234 7.24467 0.1377
C -7.49347 6.82441 6.75069 -0.5396
O -6.76926 6.81628 5.81411 0.1776
O -7.84132 5.73702 7.47226 0.0801
F -9.19481 8.40669 9.16811 0.0746
H -7.93482 6.28542 9.46279 0.1451
H -9.37515 5.43799 8.82563 0.1396
H -10.07231 7.49221 7.63267 0.1723
```

Results
- E_LUMO: 1.44 eV
- Total charge: -1
- HOMO level: -0.1859 Eh
- F_max: 0.46 eV Å⁻¹
- Kohn-Sham gap: 6.50 eV

---

Computed, not measured: 2 unconnected molecules or ions with the total composition C3H10NO3, with ωB97M-V/def2-TZVPD.

```
17
Properties=species:S:1:pos:R:3:lowdin_charge:R:1
C 2.32651 0.34305 -0.03355 0.0140
C 0.95997 -0.28484 -0.33919 -0.3541
C -0.12946 0.59084 0.25982 -0.3377
N -2.60698 -0.63933 -0.26595 0.0510
O 0.84008 -1.59293 0.09941 0.0356
O -0.45122 0.38041 1.46897 0.2498
O -0.61415 1.61801 -0.34262 0.2383
H 2.43326 1.32752 -0.47707 0.0965
H 3.08655 -0.31000 -0.46199 0.1084
H 2.49575 0.40710 1.03947 0.1024
H 0.80955 -0.33297 -1.42707 0.1748
H -3.30326 -0.06509 -0.73041 0.0419
H -3.05082 -1.04488 0.54681 0.0400
H -2.37932 -1.40550 -0.88749 0.0417
H 1.10810 -1.69473 1.02135 0.1239
H -1.16550 0.95902 1.80273 0.1913
H -0.35903 1.74431 -1.27320 0.1824
```

Results
- E_LUMO: -4.17 eV
- Relative energy (zero: lowest compared OMol25 entry of this formula, charge and spin): 39.5 kcal/mol
- Total charge: +1
- HOMO level: -0.5316 Eh
- F_max: 0.73 eV Å⁻¹
- Kohn-Sham gap: 10.29 eV

---

Computed, not measured: 9 unconnected molecules or ions with the total composition C8H20Cl4O10 at a distorted geometry, with ωB97M-V/def2-TZVPD.

```
42
Properties=species:S:1:pos:R:3:lowdin_charge:R:1
C -4.34495 0.91834 -0.34569 0.0380
C -3.08387 0.90762 -0.75819 -0.2174
C -2.35139 -0.32625 -1.13466 -0.3804
O -1.21250 -0.29879 -1.38697 0.1345
C -3.18415 -1.50179 -1.04253 0.0633
C -4.44998 -1.52424 -0.65865 -0.1838
C -5.24334 -0.28740 -0.27664 -0.2732
O -6.38357 -0.31273 0.18831 0.1021
O -5.15011 -2.73172 -0.73375 0.0712
O -2.36615 2.11398 -0.79006 0.0384
H -4.62272 1.81212 0.19321 0.1254
H -2.77808 -2.43580 -1.40187 0.1245
H -6.08349 -2.53618 -0.62350 0.0977
H -1.61750 2.06201 -1.38875 0.0518
O 2.61677 -0.79420 2.40164 -0.0841
H 3.34672 -0.20783 2.20267 -0.0251
H 2.15916 -0.37000 3.12750 0.0330
O 1.66411 0.81234 -0.41709 -0.0909
H 0.74436 0.68386 -0.18517 -0.0421
H 2.15100 0.45675 0.32636 -0.0135
O 4.61737 -0.63562 -1.26864 -0.0382
H 5.40036 -0.16329 -1.55161 0.0361
H 4.63986 -0.58671 -0.31296 0.0200
O -0.05762 2.97924 -2.42197 -0.0287
H -0.16183 3.92310 -2.54241 0.0500
H 0.65911 2.89524 -1.79310 0.0317
O 4.65466 1.06941 1.75404 -0.0402
H 4.21501 1.72982 1.21850 0.0231
H 5.57606 1.13059 1.50201 0.0582
O 4.34882 2.14842 -0.80758 -0.0555
H 3.77598 1.38892 -0.91361 -0.0094
H 4.83042 2.20287 -1.63301 0.0489
C 0.82266 -3.86774 -0.38103 -0.9473
Cl 0.60162 -2.24231 0.38683 0.5522
Cl -0.70778 -4.78651 -0.46975 0.4883
H 1.25683 -3.78305 -1.37723 0.0341
H 1.50722 -4.46326 0.22299 0.0241
C -1.09748 0.86574 2.68298 -0.9954
Cl -2.86075 1.05695 2.76777 0.5669
Cl -0.12709 2.11147 1.86880 0.5814
H -0.71421 0.63299 3.67648 0.0319
H -0.98951 -0.04642 2.09613 -0.0018
```

Results
- E_LUMO: -1.33 eV
- Relative energy (zero: lowest compared OMol25 entry of this formula, charge and spin): 4.7 kcal/mol
- HOMO level: -0.3468 Eh
- F_max: 4.21 eV Å⁻¹
- Kohn-Sham gap: 8.11 eV

---

Computed, not measured: a molecular structure, C9H10AsClINOS4Tc at a distorted geometry, with ωB97M-V/def2-TZVPD.

```
29
Properties=species:S:1:pos:R:3:lowdin_charge:R:1
Tc 1.21752 0.01460 -0.39122 0.7367
S 3.80159 -3.85195 -2.85217 0.1696
As 4.05817 -2.29602 -1.34924 0.4260
S 2.87191 1.02485 0.12856 0.4595
S 1.74451 -2.01979 -0.93356 0.1667
S 3.96219 -4.47347 -0.91273 0.1441
N 0.77086 -0.56845 3.03685 0.2756
C -0.15424 -0.84587 2.16734 -0.5753
O -0.16823 -0.27179 0.99861 -0.2596
C -1.25242 -1.79346 2.47728 -0.4925
I -0.76288 -3.60835 1.44204 0.9802
H 1.51442 0.08950 2.84659 0.1290
H 0.73115 -0.96023 3.97081 0.1679
H -2.20167 -1.43300 2.09829 0.0773
H -1.32568 -2.03567 3.53354 0.0777
Cl 0.98099 3.65226 -0.82914 0.8613
C -0.29689 2.55599 -0.78102 -0.6130
C -1.45320 2.92749 -0.12326 -0.0355
C -2.59919 2.13934 -0.18757 0.0753
C -2.63692 0.92415 -0.90849 0.0060
C -1.50576 0.51116 -1.53605 -0.0042
C -0.29518 1.29341 -1.49329 -0.4385
C 0.80195 0.91429 -2.33820 -0.0771
H -1.47490 3.87493 0.39930 0.1383
H -3.49457 2.48787 0.31273 0.1491
H -3.55108 0.35247 -0.97641 0.1420
H -1.48670 -0.41077 -2.10833 0.1442
H 1.53786 1.66567 -2.60638 0.0756
H 0.66640 0.14082 -3.08486 0.0935
```

Results
- E_LUMO (alpha / beta): -13.20 / -13.21 eV
- Total charge: +3
- HOMO level (alpha / beta): -0.6544 / -0.6541 Eh
- F_max: 1.10 eV Å⁻¹
- Kohn-Sham gap (alpha / beta): 4.60 / 4.59 eV